Entry 1:
{
  "formula": "C6H10O",
  "method": "ωB97M-V/def2-TZVPD",
  "orbital_gap_ev": 10.2,
  "smiles": "C1=CCCOCC1",
  "lumo_energy_ev": 1.0,
  "symbols": ["C", "C", "C", "C", "O", "C", "C", "H", "H", "H", "H", "H", "H", "H", "H", "H", "H"],
  "positions_angstrom": [[0.03, 1.62, -0.20], [-1.16, 1.06, -0.03], [-1.38, -0.34, 0.51], [-0.73, -1.50, -0.25], [0.59, -1.29, -0.71], [1.42, -0.55, 0.15], [1.36, 0.93, -0.23], [0.07, 2.67, -0.51], [-2.05, 1.65, -0.25], [-1.02, -0.35, 1.55], [-2.46, -0.55, 0.57], [-0.76, -2.39, 0.39], [-1.31, -1.72, -1.16], [1.20, -0.76, 1.21], [2.45, -0.91, -0.03], [2.15, 1.50, 0.27], [1.60, 0.94, -1.30]]
}

Entry 2:
{
  "formula": "C6H10O",
  "method": "ωB97M-V/def2-TZVPD",
  "orbital_gap_ev": 8.9,
  "smiles": "C=CC(=C)C=C.O",
  "lumo_energy_ev": 0.3,
  "symbols": ["C", "C", "C", "C", "C", "C", "H", "H", "H", "H", "H", "H", "H", "H", "O", "H", "H"],
  "positions_angstrom": [[-0.26, 1.04, 1.07], [0.29, 0.37, 0.06], [-0.46, -0.40, -0.95], [0.09, -0.86, -2.09], [-1.74, -1.03, -0.48], [-2.58, -1.86, -1.15], [0.47, 1.31, 1.85], [-1.28, 1.24, 1.39], [1.30, 0.05, 0.22], [-0.34, -1.76, -2.50], [1.16, -0.69, -2.12], [-1.95, -1.14, 0.59], [-3.03, -1.67, -2.14], [-3.20, -2.51, -0.53], [3.67, 2.85, 2.00], [4.13, 2.02, 1.83], [3.73, 3.03, 2.95]]
}

Entry 3:
{
  "formula": "C6H10O",
  "method": "ωB97M-V/def2-TZVPD",
  "orbital_gap_ev": 8.6,
  "lumo_energy_ev": 0.9,
  "symbols": ["C", "C", "O", "C", "C", "C", "C", "H", "H", "H", "H", "H", "H", "H", "H", "H", "H"],
  "positions_angstrom": [[1.84, 0.49, 0.19], [0.55, -0.19, -0.04], [0.69, -1.42, 0.65], [-0.30, -0.45, -1.29], [-1.61, -0.57, -0.46], [-1.49, 0.08, 0.73], [-0.62, 1.22, 0.56], [1.90, 0.56, 1.29], [1.75, 1.48, -0.23], [2.70, -0.07, -0.17], [0.05, -2.09, 0.33], [-0.12, 0.33, -2.04], [-0.08, -1.42, -1.77], [-2.30, -1.37, -0.64], [-1.58, -0.33, 1.73], [-0.27, 1.88, 1.35], [-1.13, 1.89, -0.18]]
}

Entry 4:
{
  "formula": "C6H10O",
  "method": "ωB97M-V/def2-TZVPD",
  "orbital_gap_ev": 10.9,
  "smiles": "O=CCCC1CC1",
  "lumo_energy_ev": 1.1,
  "symbols": ["O", "C", "C", "C", "C", "C", "C", "H", "H", "H", "H", "H", "H", "H", "H", "H", "H"],
  "positions_angstrom": [[1.18, -1.50, 1.55], [1.91, -1.06, 0.69], [1.57, 0.10, -0.21], [0.41, 0.96, 0.29], [-0.79, 0.77, -0.62], [-1.22, -0.63, -0.96], [-2.12, 0.27, -0.13], [2.88, -1.56, 0.48], [2.48, 0.66, -0.47], [1.24, -0.40, -1.13], [0.69, 2.02, 0.32], [0.15, 0.67, 1.32], [-0.84, 1.47, -1.45], [-1.47, -0.86, -2.00], [-0.75, -1.45, -0.42], [-3.02, 0.69, -0.56], [-2.20, 0.00, 0.92]]
}

Entry 5:
{
  "formula": "C6H10O",
  "method": "ωB97M-V/def2-TZVPD",
  "orbital_gap_ev": 10.4,
  "lumo_energy_ev": 1.1,
  "symbols": ["C", "C", "O", "C", "C", "C", "C", "H", "H", "H", "H", "H", "H", "H", "H", "H", "H"],
  "positions_angstrom": [[1.69, 0.91, 0.14], [1.18, -0.53, 0.01], [0.65, -0.90, 1.31], [-0.67, -0.95, 0.77], [-1.44, 0.39, 0.51], [-1.12, 0.26, -1.01], [-0.18, -0.90, -0.68], [1.33, 1.29, 1.10], [2.79, 0.92, 0.19], [1.37, 1.60, -0.65], [1.97, -1.23, -0.29], [-1.24, -1.75, 1.25], [-1.01, 1.27, 0.99], [-2.50, 0.34, 0.76], [-1.99, -0.06, -1.59], [-0.67, 1.12, -1.51], [-0.16, -1.79, -1.32]]
}

Entry 6:
{
  "formula": "C6H10O",
  "method": "ωB97M-V/def2-TZVPD",
  "orbital_gap_ev": 8.4,
  "lumo_energy_ev": -0.3,
  "symbols": ["C", "C", "O", "C", "C", "C", "C", "H", "H", "H", "H", "H", "H", "H", "H", "H", "H"],
  "positions_angstrom": [[1.12, 1.56, -0.59], [1.14, 0.05, -0.47], [1.72, -0.38, 0.77], [0.48, -0.95, 1.22], [-2.27, -0.61, 0.82], [-1.53, 0.08, -0.26], [-0.19, -0.70, -0.15], [2.15, 1.93, -0.57], [0.57, 2.02, 0.24], [0.66, 1.87, -1.54], [1.68, -0.38, -1.32], [0.59, -2.00, 1.50], [0.05, -0.39, 2.06], [-2.62, -1.57, 0.37], [-1.37, 1.14, -0.05], [-1.90, -0.04, -1.29], [-0.27, -1.62, -0.73]]
}

Entry 7:
{
  "formula": "C6H10O",
  "method": "ωB97M-V/def2-TZVPD",
  "orbital_gap_ev": 10.9,
  "smiles": "C[C@H]1OC[C@H]2C[C@H]21",
  "lumo_energy_ev": 1.2,
  "symbols": ["C", "C", "O", "C", "C", "C", "C", "H", "H", "H", "H", "H", "H", "H", "H", "H", "H"],
  "positions_angstrom": [[-2.10, -0.53, 0.22], [-0.86, -0.02, -0.48], [-0.51, 1.28, -0.01], [0.85, 1.51, -0.37], [1.53, 0.15, -0.29], [1.21, -0.56, 0.99], [0.40, -0.84, -0.25], [-2.92, 0.19, 0.14], [-1.90, -0.72, 1.27], [-2.42, -1.46, -0.26], [-1.04, 0.03, -1.57], [0.92, 1.95, -1.37], [1.25, 2.23, 0.36], [2.46, -0.01, -0.83], [0.78, 0.02, 1.80], [1.89, -1.36, 1.29], [0.46, -1.85, -0.64]]
}

Entry 8:
{
  "formula": "C6H10O",
  "method": "ωB97M-V/def2-TZVPD",
  "orbital_gap_ev": 9.4,
  "smiles": "C=C[C@@]12CO[C@@H]1C2.[H][H]",
  "lumo_energy_ev": 1.1,
  "symbols": ["C", "C", "C", "C", "O", "C", "C", "H", "H", "H", "H", "H", "H", "H", "H", "H", "H"],
  "positions_angstrom": [[-1.28, -0.29, -1.53], [-0.26, -0.84, -0.87], [0.31, -0.17, 0.29], [-0.23, 0.89, 1.24], [1.11, 1.13, 1.74], [1.65, 0.11, 0.93], [1.51, 0.49, -0.48], [-1.74, 0.62, -1.17], [-1.68, -0.76, -2.42], [0.26, -1.73, -1.22], [-0.70, 1.76, 0.75], [-0.86, 0.58, 2.09], [2.43, -0.52, 1.33], [1.99, -0.15, -1.21], [1.33, 1.50, -0.81], [-2.08, -1.25, 0.34], [-1.76, -1.38, 1.00]]
}

Entry 9:
{
  "formula": "C6H10O",
  "method": "ωB97M-V/def2-TZVPD",
  "orbital_gap_ev": 10.4,
  "smiles": "C[C@H]1O[C@H]2CC[C@H]21",
  "lumo_energy_ev": 1.1,
  "symbols": ["C", "C", "O", "C", "C", "C", "C", "H", "H", "H", "H", "H", "H", "H", "H", "H", "H"],
  "positions_angstrom": [[1.79, 0.89, 0.02], [1.18, -0.49, 0.03], [0.60, -0.81, 1.32], [-0.68, -1.03, 0.74], [-1.52, 0.27, 0.63], [-1.19, 0.34, -0.88], [-0.15, -0.78, -0.71], [1.03, 1.66, -0.14], [2.25, 1.07, 1.00], [2.56, 0.99, -0.75], [1.93, -1.25, -0.22], [-1.17, -1.89, 1.19], [-1.08, 1.07, 1.23], [-2.58, 0.17, 0.88], [-2.02, -0.06, -1.47], [-0.89, 1.30, -1.31], [-0.03, -1.45, -1.56]]
}

Entry 10:
{
  "formula": "C6H10O",
  "method": "ωB97M-V/def2-TZVPD",
  "orbital_gap_ev": 9.6,
  "smiles": "C=C/C=C\\CCO",
  "lumo_energy_ev": 0.8,
  "symbols": ["C", "C", "C", "C", "C", "C", "O", "H", "H", "H", "H", "H", "H", "H", "H", "H", "H"],
  "positions_angstrom": [[-0.53, 2.19, 0.27], [0.36, 1.98, -0.70], [1.00, 0.73, -1.14], [1.06, -0.47, -0.54], [0.46, -0.89, 0.77], [-1.01, -1.34, 0.64], [-1.24, -2.15, -0.49], [-0.90, 3.19, 0.47], [-0.94, 1.40, 0.89], [0.68, 2.85, -1.28], [1.51, 0.81, -2.10], [1.60, -1.25, -1.08], [0.52, -0.09, 1.52], [1.05, -1.73, 1.17], [-1.33, -1.84, 1.57], [-1.66, -0.47, 0.50], [-0.63, -2.90, -0.45]]
}